No. 1
{"formula": "C33H69O15PSi", "method": "ωB97M-V with the def2-TZVPD basis set", "symbols": ["H", "C", "H", "H", "P", "H", "C", "H", "O", "H", "C", "H", "C", "C", "O", "H", "C", "C", "H", "H", "H", "C", "H", "C", "H", "H", "O", "C", "O", "H", "C", "H", "H", "H", "H", "H", "Si", "C", "H", "H", "H", "O", "H", "C", "H", "C", "C", "H", "H", "H", "H", "H", "O", "C", "H", "H", "H", "H", "C", "C", "C", "H", "O", "C", "H", "H", "H", "H", "H", "C", "H", "H", "O", "H", "C", "H", "H", "H", "C", "H", "H", "H", "O", "H", "H", "H", "C", "O", "H", "C", "C", "O", "O", "H", "O", "H", "H", "H", "H", "C", "O", "C", "H", "C", "H", "H", "H", "H", "C", "C", "C", "H", "H", "O", "H", "H", "H", "H", "C"], "positions_angstrom": [[-4.146, -4.089, 0.423], [-7.216, -2.724, -0.317], [-2.593, -4.646, -0.202], [-1.705, 8.862, -1.522], [4.035, -1.299, -0.809], [-1.609, -4.175, 2.080], [5.026, 3.196, -3.329], [-2.660, -7.654, 2.210], [4.593, 4.247, -2.457], [3.919, 1.661, -2.309], [-1.732, -1.975, -0.094], [-1.288, 9.648, 1.814], [-2.297, 9.078, -0.642], [-2.147, 9.134, 2.246], [2.571, -4.284, 2.380], [-8.254, -2.410, -0.251], [1.457, -3.601, -1.058], [4.033, -5.426, -1.491], [3.050, -5.876, -1.368], [4.209, -5.171, 0.604], [-0.627, -5.570, 0.399], [0.505, -2.419, -1.343], [-6.831, -2.350, -1.263], [-0.526, -6.614, 0.095], [1.728, -4.030, -2.027], [1.134, -5.580, 2.995], [5.031, -6.472, -1.602], [0.630, 8.637, -4.388], [-1.655, -7.374, 0.478], [0.184, -2.348, 0.800], [0.819, -3.756, 4.057], [2.870, -0.049, 0.498], [-0.379, -6.628, -0.987], [0.987, -1.650, -1.953], [1.623, -2.955, 5.867], [-8.765, -3.880, 1.654], [3.014, -3.157, -0.080], [5.388, 4.842, -1.546], [3.690, -2.602, 2.201], [0.663, 7.553, -4.463], [5.305, -4.117, -0.284], [5.363, -1.330, -0.219], [-1.851, 8.824, 3.247], [4.935, 1.842, -2.659], [-3.183, -3.633, 2.608], [6.726, 4.219, -1.221], [-0.184, -1.824, -0.081], [0.398, -6.999, 0.549], [0.285, -2.825, 3.865], [-4.185, -5.914, 2.065], [-8.795, -1.329, 1.410], [-1.543, -1.788, 2.042], [-5.146, -2.089, 0.647], [2.009, -3.454, 4.980], [6.024, 3.402, -3.721], [-1.812, 9.912, -0.143], [-8.404, -1.213, 3.108], [2.835, 7.338, -3.354], [-6.336, -2.198, 0.793], [-8.879, -3.210, 2.507], [1.148, 7.040, -2.025], [0.046, -0.760, -0.051], [-0.113, 10.244, -2.819], [0.367, 9.153, -2.993], [-3.989, -6.500, 0.368], [6.614, 3.583, -0.344], [-0.180, 8.973, -5.033], [2.740, -2.805, 4.503], [-3.301, 9.372, -0.949], [2.746, -2.998, 1.803], [3.227, 7.441, -1.648], [0.579, -4.309, 1.929], [4.112, -7.220, -3.460], [-8.369, -3.677, 3.350], [-3.368, 10.027, 2.337], [1.978, -2.272, 2.086], [0.972, 6.621, -1.036], [2.914, 5.867, -2.380], [-3.204, -4.550, 0.699], [-0.303, -2.806, -1.969], [0.504, 6.489, -2.712], [4.348, 3.226, -4.181], [3.292, 0.080, -0.365], [-7.167, -3.813, -0.318], [5.586, 1.781, -1.786], [1.570, 9.054, -4.747], [2.616, 6.909, -2.373], [-6.879, -1.916, 1.990], [6.055, -7.070, -3.323], [-8.288, -1.843, 2.228], [-2.385, 7.823, 0.192], [-2.483, 6.738, -0.316], [4.215, -1.285, -2.423], [7.158, 3.640, -2.034], [0.739, 8.415, -1.937], [-3.149, 10.917, 2.929], [-4.195, 9.490, 2.804], [-2.087, -2.701, -0.821], [-2.124, -1.008, -0.417], [-2.306, -6.808, 1.616], [-2.429, 7.926, 1.537], [-2.275, -2.191, 1.334], [0.941, -4.400, -0.517], [5.064, -6.953, -2.870], [5.215, 1.049, -3.351], [2.511, -4.366, 5.301], [7.428, 5.019, -0.994], [-3.709, 10.344, 1.352], [-2.512, -3.661, 1.742], [4.300, -4.540, -0.285], [-3.521, -5.973, 1.198], [4.045, -4.816, -2.397], [-9.941, -3.128, 2.741], [4.995, 5.816, -0.958], [3.353, -1.546, -2.794], [-1.616, -6.266, 2.267], [-3.180, -1.620, 1.475], [0.176, -4.430, 4.624], [1.230, -4.514, 2.787]], "atomic_forces_ev_per_a": [[0.0, 0.1, -0.3], [-0.2, 0.4, -0.2], [0.0, 0.1, -0.1], [-0.2, -0.1, -0.1], [0.7, 0.6, 0.1], [0.2, 0.3, 0.0], [0.1, -0.4, 0.0], [0.0, -0.1, -0.1], [-0.2, 0.3, -0.1], [0.0, 0.0, -0.1], [0.4, 1.1, 0.7], [-0.1, 0.0, -0.1], [0.3, 0.1, 0.2], [-0.1, 0.3, 0.0], [-0.3, 0.0, 0.0], [0.0, -0.1, 0.1], [0.1, 0.7, -0.1], [-0.2, 0.4, 0.7], [0.0, -0.1, -0.3], [0.0, 0.1, 0.1], [-0.1, 0.0, 0.0], [-0.7, -0.5, 0.3], [0.2, -0.1, 0.0], [0.4, 0.0, 0.0], [0.2, -0.1, 0.1], [0.3, -0.1, -0.1], [0.7, 0.9, -0.3], [-0.4, -0.4, -0.1], [0.4, 0.6, 0.1], [0.2, 0.2, 0.1], [0.6, -0.1, 0.2], [0.1, 0.2, -0.2], [-0.2, -0.2, 0.0], [0.2, 0.1, 0.1], [0.1, 0.1, 0.1], [-0.1, 0.0, 0.0], [-0.4, -1.2, -0.1], [0.3, -0.1, 0.4], [0.0, 0.0, 0.0], [0.2, 0.0, 0.1], [0.0, 0.0, -0.1], [1.2, -0.3, 0.7], [0.0, -0.2, -0.1], [0.0, 0.1, 0.1], [0.1, -0.1, 0.1], [0.3, 0.2, -0.4], [-0.3, -0.6, -1.1], [-0.1, 0.0, 0.1], [-0.1, -0.1, -0.2], [-0.2, 0.0, -0.1], [0.1, -0.1, -0.1], [0.0, 0.1, 0.0], [-0.5, 0.2, 0.1], [-0.3, 0.0, -0.1], [0.0, 0.0, 0.1], [-0.1, 0.0, 0.0], [0.2, 0.0, 0.0], [-0.1, -0.1, 0.0], [-0.1, -0.2, -0.2], [0.1, -0.1, -0.1], [0.3, -0.2, -0.1], [0.1, 0.0, 0.5], [0.0, -0.1, 0.2], [0.3, 0.1, -0.4], [-0.3, -0.2, 0.2], [0.0, 0.0, 0.0], [0.1, 0.2, 0.0], [0.1, 0.0, 0.0], [0.0, 0.0, 0.0], [0.8, 0.5, -0.2], [0.0, -0.1, 0.1], [-0.2, 0.1, 0.2], [-3.8, -0.9, -2.6], [0.0, 0.1, 0.0], [-0.1, 0.0, -0.1], [-0.1, -0.2, 0.1], [-0.1, 0.2, 0.0], [0.0, 0.0, 0.1], [0.2, -0.3, 0.3], [0.1, 0.0, -0.2], [0.0, 0.1, 0.0], [-0.1, 0.2, 0.1], [-0.6, -0.5, -0.6], [0.0, 0.0, 0.0], [0.1, -0.1, -0.1], [0.0, 0.0, 0.0], [-0.3, 0.4, -0.2], [0.3, 0.3, 0.2], [0.4, 0.0, 0.6], [-0.3, -0.2, 0.0], [-0.2, 0.2, -0.3], [0.0, 0.0, 0.2], [-1.4, 0.0, 0.6], [-0.1, -0.1, 0.1], [-0.3, 0.2, 0.3], [0.0, 0.0, 0.0], [0.1, 0.0, 0.1], [0.1, -0.2, 0.1], [-0.1, -0.1, -0.2], [-0.7, -0.7, -0.1], [0.1, -0.4, 0.2], [0.5, -0.6, -0.1], [-0.1, 0.1, 0.0], [2.9, 0.4, 2.0], [0.0, 0.0, 0.0], [0.1, 0.0, -0.1], [-0.1, 0.0, 0.2], [0.1, 0.1, 0.0], [-0.7, -0.1, -0.1], [-0.1, -0.3, 0.1], [0.8, 0.5, 0.1], [0.0, -0.2, -0.2], [0.0, 0.0, 0.0], [0.0, -0.3, -0.2], [0.3, 0.2, -0.4], [0.2, 0.1, -0.2], [-0.2, -0.1, 0.0], [-0.4, 0.2, -0.1], [-0.1, -0.1, 0.0]], "homo_lumo_gap_ev": 9.94, "smiles": "CCCOC[Si@](CCCCCCCCCOC)(CCOC=O)P(=O)(O)O.CCOC(C)=O.CCOC(C)=O.CCOC(C)=O.CCOC(C)=O", "max_force_ev_per_a": 4.72, "lumo_energy_ev": 0.328, "total_energy_ha": -3058.28215, "e_homo_ev": -9.616}

---

No. 2
{"formula": "C33H70NO11P", "method": "ωB97M-V with the def2-TZVPD basis set", "symbols": ["H", "H", "O", "O", "C", "H", "H", "H", "C", "H", "H", "H", "H", "C", "H", "C", "H", "H", "C", "H", "H", "C", "H", "H", "H", "H", "H", "H", "H", "C", "C", "O", "O", "H", "H", "H", "C", "O", "H", "H", "C", "C", "H", "H", "C", "C", "O", "H", "H", "H", "C", "H", "H", "H", "H", "H", "H", "H", "H", "H", "H", "H", "O", "C", "C", "C", "H", "H", "H", "C", "C", "C", "H", "C", "H", "H", "O", "H", "C", "H", "C", "H", "H", "H", "H", "C", "H", "H", "H", "C", "H", "O", "N", "C", "C", "C", "C", "H", "H", "H", "H", "H", "H", "H", "H", "C", "H", "O", "O", "H", "H", "H", "C", "C", "C", "P"], "positions_angstrom": [[0.163, -0.776, -1.292], [6.124, -1.651, 0.910], [0.635, 3.132, 3.471], [6.655, -4.830, 1.524], [-6.683, 0.072, 6.999], [1.533, 0.221, -1.891], [3.349, -2.398, -2.767], [4.674, -2.673, 0.966], [-2.955, 0.137, -0.361], [-0.761, 2.391, -0.921], [3.556, 0.009, -3.162], [-2.099, -0.453, -0.726], [-2.864, 0.746, -3.046], [6.323, -4.894, 2.914], [-6.415, 1.090, 7.271], [8.764, -1.432, -6.022], [-2.114, -0.379, -5.123], [-6.538, -0.537, 7.890], [-8.124, 0.359, 1.648], [-7.611, -2.858, 0.149], [7.692, 0.927, -3.075], [4.088, -0.431, -2.293], [-0.209, 2.914, -3.876], [-0.593, -0.920, -5.850], [6.632, -3.983, 3.430], [-9.069, 2.928, 5.763], [5.725, -2.481, 2.390], [-6.258, -2.267, 2.141], [4.628, -5.312, 4.178], [5.705, -2.575, 1.307], [9.140, 1.506, -4.540], [7.209, 0.057, -4.834], [-7.897, 1.488, 1.300], [-10.141, -0.234, 1.333], [-9.094, -2.500, 1.015], [4.449, 2.586, -1.450], [-8.063, -2.833, 1.142], [-8.721, 0.942, 5.938], [2.792, 2.988, 1.897], [-3.754, 0.159, -1.139], [-7.222, 2.464, 4.787], [-0.503, 1.078, -5.042], [9.179, -0.883, -6.867], [1.084, 1.348, 2.633], [-1.014, -0.400, -4.964], [6.511, -3.727, 0.773], [-7.187, -0.590, 1.496], [-1.970, 1.581, 0.879], [2.392, -1.151, -0.135], [5.801, 1.620, -0.806], [-0.687, -1.135, -3.635], [6.925, -5.704, 3.326], [9.442, -1.366, -5.174], [-0.011, 5.602, 1.932], [-1.661, 5.261, 2.489], [0.148, 1.427, -2.927], [-3.534, 2.159, 0.322], [-4.471, -0.235, 0.970], [-1.106, -2.160, -3.729], [1.118, -2.344, -3.378], [-0.846, 4.098, 1.473], [5.158, -0.596, -2.548], [4.037, 0.529, -1.229], [-1.855, 2.422, -1.117], [8.222, 0.476, -3.915], [-8.109, -0.086, 6.546], [1.983, 2.249, 0.502], [-1.260, -0.651, -2.826], [4.248, -2.271, -1.172], [4.855, -5.206, 3.116], [-2.634, 1.610, -0.016], [1.841, 2.898, 1.369], [-1.022, 1.683, -5.810], [4.941, 1.598, -1.504], [0.560, 1.042, -5.370], [8.694, -2.487, -6.283], [6.430, -1.324, -6.354], [-3.661, -1.548, 0.510], [-0.689, 4.820, 2.272], [-7.691, -1.874, 3.064], [0.778, 2.336, 2.290], [8.766, -0.380, -3.513], [-0.183, 2.207, 1.789], [-2.148, 3.483, -0.980], [-6.350, 1.818, 4.901], [0.838, -1.272, -3.316], [-7.688, 2.204, 3.836], [1.757, -2.670, -0.786], [4.215, -4.424, 2.704], [-0.521, 1.866, -3.695], [-7.789, 2.552, 6.891], [6.966, -3.704, -0.337], [-3.529, -0.585, 0.805], [1.126, -0.811, -1.837], [-9.479, -0.029, 2.174], [3.518, -1.801, -1.853], [-0.148, 4.220, 3.542], [8.562, 2.357, -4.905], [-6.018, -0.284, 6.212], [-6.879, 3.498, 4.738], [-8.077, -3.846, 1.548], [-9.465, -0.882, 2.848], [9.868, 1.864, -3.810], [5.347, 1.506, -2.534], [4.591, -6.134, 2.607], [-7.283, -1.907, 2.052], [9.680, 1.099, -5.394], [-8.684, -1.135, 6.653], [-0.347, 4.735, 4.607], [-9.877, 0.809, 2.745], [1.471, -0.739, -4.049], [1.582, 3.896, 1.013], [-8.208, 2.279, 5.921], [7.377, -0.922, -5.739], [2.166, -1.685, -1.086], [-2.243, 2.016, -2.911]], "atomic_forces_ev_per_a": [[0.6, 0.0, -0.1], [-0.1, -0.1, -0.2], [0.1, -0.4, 0.3], [0.4, -0.3, 0.0], [0.1, 0.2, 0.6], [-0.3, -0.5, 0.3], [0.4, 0.1, 0.4], [0.0, 0.0, 0.1], [-1.5, 0.3, 0.0], [-0.5, -0.3, -0.3], [0.3, -0.4, 0.2], [-0.1, 0.5, 0.1], [0.8, -0.1, 0.6], [-0.2, 0.0, 0.2], [0.1, 0.0, -0.2], [0.3, -0.4, 0.4], [0.5, -0.2, 0.2], [0.0, -0.2, -0.2], [-0.6, 0.2, -0.1], [0.1, 0.0, 0.1], [-0.1, -0.1, -0.1], [0.2, -0.5, 0.2], [-0.1, -0.6, 0.1], [-0.2, 0.0, 0.6], [-0.1, 0.0, -0.1], [-0.1, -0.2, 0.0], [-0.2, -0.1, 0.0], [0.0, 0.2, 0.0], [0.0, 0.0, 0.0], [0.3, 0.4, 0.4], [0.1, 0.0, -0.2], [-0.4, 0.2, 0.4], [0.3, -0.2, 0.0], [0.0, 0.0, 0.0], [0.0, 0.0, 0.1], [-0.1, -0.5, 0.1], [-0.1, 0.1, -0.1], [-0.5, 0.1, 0.0], [0.0, -0.1, 0.0], [0.8, -0.1, 0.0], [0.1, -0.1, -0.1], [0.8, 0.0, 0.5], [0.0, 0.0, 0.0], [-0.1, 0.1, 0.2], [-0.3, 0.7, -0.3], [-0.3, 0.2, -0.2], [0.7, 0.1, 0.0], [-0.5, 0.0, -0.4], [-0.2, -0.4, -0.4], [-0.4, -0.2, -0.2], [0.0, -0.4, -1.1], [0.1, 0.0, -0.2], [0.1, 0.2, -0.1], [0.0, 0.0, 0.0], [0.2, 0.1, 0.1], [-0.2, 0.2, -0.6], [0.2, -0.5, -0.4], [0.1, 0.1, 0.1], [0.1, 0.5, 0.1], [-0.2, 0.5, -0.1], [0.2, 0.0, -0.1], [-0.6, 0.1, -0.2], [0.5, 0.2, -0.2], [-0.5, -0.3, 0.6], [0.3, 0.1, 0.0], [0.3, -0.2, 0.0], [0.0, 0.0, 0.0], [0.5, -0.1, -0.2], [-0.2, -0.1, -0.6], [-0.1, 0.1, -0.1], [1.1, -0.3, 0.5], [0.1, 0.2, -0.1], [0.0, -0.5, 0.3], [0.2, 0.3, -0.4], [-0.5, 0.1, 0.2], [-0.1, 0.1, -0.2], [-0.2, 0.1, 0.1], [0.0, 0.0, 0.2], [-0.5, -0.2, -0.3], [-0.1, 0.1, -0.1], [0.1, 0.0, -0.3], [0.0, 0.0, -0.1], [0.1, 0.1, 0.0], [0.2, -0.5, -0.3], [0.0, 0.1, 0.1], [-0.5, -0.3, 0.9], [0.0, 0.1, 0.0], [0.2, 0.3, -0.5], [0.0, 0.0, 0.1], [-0.6, -0.4, 0.3], [0.0, -0.1, 0.0], [0.1, -0.1, 0.0], [0.2, 0.2, -0.2], [0.5, -0.1, -0.7], [-0.1, -0.1, 0.6], [-0.8, 0.6, 0.3], [0.0, 0.4, -0.1], [0.0, 0.0, 0.1], [0.0, 0.0, 0.0], [0.0, 0.0, 0.0], [0.0, 0.0, 0.0], [0.0, -0.1, -0.1], [0.0, 0.0, 0.0], [-0.2, 0.1, 0.5], [0.1, 0.0, 0.1], [-0.2, -0.3, 0.0], [0.0, 0.0, 0.1], [-0.2, 0.0, -0.1], [0.1, -0.1, 0.1], [0.0, 0.1, -0.2], [-0.3, -0.1, 0.4], [-0.1, -0.1, 0.0], [0.3, 0.2, -0.2], [0.2, -0.2, -0.4], [0.2, 1.0, 0.3], [-0.1, 1.5, -1.0]], "homo_lumo_gap_ev": 8.50, "smiles": "COCCCCCCCCCPCCCN.CCOC(C)=O.CCOC(C)=O.CCOC(C)=O.CCOC(C)=O.CCOC(C)=O", "max_force_ev_per_a": 1.75, "lumo_energy_ev": 0.496, "total_energy_ha": -2523.06583, "e_homo_ev": -8.004}